[1]
The following is a DFT calculation (the ωB97M-V functional and the def2-TZVPD basis) of a cluster of 12 separate species, C6H35NO11 in total at a distorted geometry.

Summary:
E = -1131.85619 hartree
Energy relative to the best compared isomer or geometry (same formula, charge and spin) = 122.7 kcal/mol
Molecular weight = 297.3 g/mol
SMILES string = C=CC[C@H](C)NC.O.O.O.O.O.O.O.O.O.O.O

Structure (ORCA input):
```
! RIJCOSX wB97M-V def2-TZVPD def2/J DEFGRID3
* xyz 0 1
C -2.3365 0.6789 0.8887
C -1.2159 -0.0487 1.0897
C -0.5605 -1.0969 0.2011
C 0.8075 -0.6098 -0.2716
C 1.2545 -1.7765 -1.2680
N 1.6763 -0.1943 0.9040
C 3.1757 -0.0708 0.6042
H -2.7018 1.4678 1.5460
H -2.9783 0.7409 -0.0073
H -0.7545 0.1207 2.0930
H -1.1939 -1.1954 -0.6900
H -0.3816 -2.0611 0.7658
H 0.5800 0.3745 -0.7914
H 1.2098 -2.8516 -0.9592
H 2.1479 -1.6351 -1.7544
H 0.5309 -1.6721 -2.1085
H 1.5353 -0.9689 1.6701
H 3.3885 0.9361 0.1372
H 3.7847 -0.2172 1.4640
H 3.5777 -0.9031 -0.1045
O -3.5648 -2.1844 2.0494
H -2.7852 -2.7964 2.1064
H -3.0944 -1.2749 2.1535
O -3.7918 -1.7769 -0.5659
H -3.6091 -1.9518 0.3610
H -4.7519 -1.7770 -0.7093
O 2.0547 4.1633 -1.0011
H 2.3939 3.2327 -0.9872
H 1.6171 4.2090 -0.1558
O 3.0783 1.4043 -1.8280
H 3.0637 2.0991 -2.4595
H 2.3278 0.8256 -1.9398
O 0.1461 3.0342 0.2917
H -0.4937 3.4752 0.8797
H -0.2797 2.1649 0.2295
O 2.0439 -2.8619 1.7245
H 1.9531 -2.8753 0.8040
H 3.0123 -3.0524 1.7292
O -0.0354 0.4394 -3.1096
H -0.8351 0.5213 -2.7331
H 0.1706 1.4148 -3.3315
O 1.5707 2.5575 2.3933
H 0.9774 3.1114 2.0453
H 1.8063 1.8415 1.9070
O -0.7320 3.2590 -2.1984
H -0.3412 3.3817 -1.3244
H -1.1086 4.0838 -2.5780
O -0.6942 -2.2153 2.9703
H -0.3782 -1.6165 3.7032
H 0.1016 -2.4643 2.4987
O -2.7619 -3.3567 -2.3425
H -3.3243 -2.5427 -2.5346
H -2.1584 -2.9426 -1.7872
*
```

[2]
The following is a DFT calculation (the ωB97M-V functional and the def2-TZVPD basis) of a structure of composition C6H36N2O13 at a distorted geometry.

Summary:
E = -1337.82375 hartree
Energy relative to the best compared isomer or geometry (same formula, charge and spin) = 0.3 kcal/mol
Molecular weight = 344.4 g/mol

Structure (ORCA input):
```
! RIJCOSX wB97M-V def2-TZVPD def2/J DEFGRID3
* xyz 0 1
C -1.3314 -3.5757 -2.1553
C -0.6351 -2.3843 -1.5052
C -0.1433 -1.3894 -2.5380
C 0.6714 -0.2957 -1.9198
C 1.9631 -0.0632 -2.3101
N 2.3309 1.1279 -1.7391
C 1.2522 1.5786 -1.0779
N 0.2208 0.7806 -1.1682
H -2.0307 -4.0959 -1.4991
H -2.0059 -3.2952 -2.9737
H -0.6037 -4.2822 -2.5596
H 0.1226 -2.7306 -0.8051
H -1.3596 -1.9275 -0.8210
H -0.9476 -0.8900 -3.0871
H 0.3975 -1.9317 -3.3099
H 2.5657 -0.6516 -2.9833
H 3.1253 1.6886 -1.9980
H 1.2372 2.5332 -0.5716
H -0.1234 -0.4168 2.7826
H 0.1773 -1.5752 1.7452
O 0.5226 -1.0738 2.4845
H -0.5946 2.3058 -3.4845
H 0.4334 2.1574 -4.5783
O -0.2754 2.7403 -4.2692
H -2.4924 -0.0467 0.0572
H -1.8179 -0.3554 -1.2413
O -2.6862 -0.1633 -0.8853
H 2.8517 2.7757 2.7644
H 1.6979 2.8791 3.8303
O 2.4062 2.3250 3.4911
H 1.5632 -2.2661 3.4877
H 2.8813 -1.8459 2.9007
O 2.5201 -2.3131 3.6593
H -1.7862 0.7337 1.8498
H -1.0912 0.4962 0.5268
O -1.8657 0.2003 1.0294
H 1.6020 -0.2774 1.0905
H 2.8849 0.2812 1.6797
O 2.5179 -0.0457 0.8481
H -1.7350 3.3125 -0.6346
H -0.4964 4.0756 -1.0967
O -1.0624 3.9461 -0.3235
H -3.3378 2.1766 -2.3341
H -2.9316 1.7384 -0.9911
O -3.1418 2.5525 -1.4711
H -1.1043 3.3530 1.2624
H -1.7504 4.1033 2.3911
O -1.2728 3.2843 2.2356
H -2.3375 1.0310 4.1748
H -1.4368 2.0187 3.3986
O -1.5635 1.0703 3.6019
H 3.3149 -2.9632 0.3352
H 2.4144 -2.1727 -0.5611
O 2.4209 -2.9618 -0.0081
H 0.6425 -3.8624 1.3180
H -0.5151 -3.8083 2.4306
O -0.2623 -3.6051 1.5255
*
```

[3]
The following is a DFT calculation (the ωB97M-V functional and the def2-TZVPD basis) of a cluster of 12 separate species, C6H36NO12 in total at a distorted geometry.

Summary:
E = -1207.83487 hartree
Energy relative to the best compared isomer or geometry (same formula, charge and spin) = 96.9 kcal/mol
Molecular weight = 314.3 g/mol

Structure (ORCA input):
```
! RIJCOSX wB97M-V def2-TZVPD def2/J DEFGRID3
* xyz -1 1
C -0.6557 3.7898 -0.2837
C 0.7547 3.3277 -0.8154
N 1.6985 3.0231 0.2761
C 2.7482 -0.0625 2.3837
C 2.5974 1.3543 1.9145
C 1.9449 1.5294 0.4922
C 0.6546 0.6729 0.5330
O -0.3277 1.1445 1.3725
H -0.4913 4.6848 0.3154
H -1.2999 3.0614 0.1921
H -1.3610 4.1917 -1.1055
H 0.4471 2.5828 -1.5873
H 1.2217 4.1849 -1.4428
H 1.3166 3.4156 1.2010
H 3.8474 -0.2767 2.5507
H 2.1905 -0.4350 3.2278
H 2.4232 -0.7802 1.6125
H 2.0669 1.9466 2.6580
H 3.5498 1.7583 1.7064
H 2.6976 1.2336 -0.3248
H 0.2666 0.6874 -0.4833
H 0.8647 -0.3743 0.8690
H -1.1500 1.0844 0.9047
H -2.7971 1.2571 -1.1526
O -2.1317 0.8342 -0.7167
H -1.5655 0.4680 -1.4676
H -1.7304 0.0586 -3.5098
O -1.2305 -0.3022 -2.8387
H -2.4450 -1.1092 -0.5309
H -1.9539 -1.5017 -1.8961
O -2.5517 -1.7716 -1.1576
H 1.9671 -2.6841 -1.0455
H 0.5231 -2.4961 -1.2231
O 1.1008 -3.1495 -0.9103
H 0.7368 -2.2626 -3.1451
H 0.0509 -0.8086 -2.9886
O 0.9563 -1.4151 -3.1425
H -0.1997 0.3177 2.8398
H 0.5843 0.1912 4.1252
O -0.2323 -0.0764 3.7267
H 1.2223 0.3207 -4.3595
H 0.0243 0.5451 -3.4459
O 0.8125 0.9772 -3.8860
H -2.8028 -0.2986 2.3074
H -3.7477 -1.0600 1.3372
O -3.5181 -0.1645 1.6482
H -0.8747 -3.2761 0.7776
H -2.2558 -2.7899 0.1219
O -1.8698 -3.2420 0.8882
H -2.4203 -2.8994 2.6551
H -1.7359 -1.7398 3.1461
O -2.0200 -2.5964 3.5067
H 2.6427 -1.5547 -2.5423
H 2.9497 -0.6334 -1.4133
O 3.1396 -1.5458 -1.7444
*
```

[4]
The following is a DFT calculation (the ωB97M-V functional and the def2-TZVPD basis) of a cluster of 12 separate species, C6H36O11 in total at a distorted geometry.

Summary:
E = -1077.69131 hartree
Energy relative to the best compared isomer or geometry (same formula, charge and spin) = 59.6 kcal/mol
Molecular weight = 284.3 g/mol
SMILES string = CCC(C)CC.O.O.O.O.O.O.O.O.O.O.O

Structure (ORCA input):
```
! RIJCOSX wB97M-V def2-TZVPD def2/J DEFGRID3
* xyz 0 1
C 2.5562 -0.9739 1.0041
C 0.9680 -0.9770 0.6143
C 0.5600 -2.3540 0.8151
C 0.8195 -2.9669 2.3091
C -1.0032 -2.5278 0.4274
C -1.1798 -3.0339 -1.0022
H 2.9412 -2.0027 1.1034
H 3.1377 -0.6028 0.2067
H 2.6935 -0.4394 1.9250
H 0.9962 -0.7056 -0.4434
H 0.3620 -0.1833 1.2474
H 0.9779 -2.9189 0.0499
H -0.0108 -3.7224 2.6507
H 0.8350 -2.0886 2.9386
H 1.8146 -3.4308 2.3066
H -1.3705 -3.3296 1.1455
H -1.5247 -1.5697 0.7462
H -0.8434 -2.3010 -1.6386
H -0.4974 -3.9414 -1.2562
H -2.1837 -3.1379 -1.2112
O 2.6164 1.9836 -3.3105
H 3.0719 1.2169 -3.7312
H 2.6699 1.6267 -2.4262
O -1.9332 2.1975 -0.1147
H -1.5933 2.9698 -0.8345
H -2.8534 1.7699 -0.4599
O -0.5019 0.3221 4.5894
H -0.2116 -0.4703 3.9463
H -1.1234 0.8593 4.0514
O -1.9377 -0.3791 -3.5323
H -1.4117 -0.9411 -2.9930
H -1.5222 0.5343 -3.4462
O 0.0063 0.9511 -2.3477
H 0.2239 1.5292 -3.0284
H -0.3962 1.5201 -1.6440
O 1.7222 2.5623 4.2364
H 1.2085 2.7522 3.4302
H 1.3181 1.8099 4.7759
O 2.4716 -1.7288 -2.9282
H 1.5039 -2.0196 -3.0156
H 2.2888 -0.9657 -2.3598
O -1.1443 3.7154 -2.1755
H -0.6773 4.5257 -2.1475
H -1.6459 3.6214 -3.0303
O 0.3635 3.2656 1.6187
H 1.2041 3.2654 1.1532
H 0.5228 4.1658 2.0217
O -1.0942 1.0581 2.1257
H -0.3175 1.4544 1.9040
H -1.8778 1.4473 1.5711
O -3.7999 -0.2812 -1.6981
H -3.9437 -1.1287 -1.6421
H -3.2551 -0.0021 -2.4967
*
```

[5]
The following is a DFT calculation (the ωB97M-V functional and the def2-TZVPD basis) of a cluster of 18 separate species, C6H36O21 in total at a distorted geometry.

Summary:
E = -1830.41928 hartree
Energy relative to the best compared isomer or geometry (same formula, charge and spin) = 10.8 kcal/mol
Molecular weight = 444.3 g/mol

Structure (ORCA input):
```
! RIJCOSX wB97M-V def2-TZVPD def2/J DEFGRID3
* xyz -2 1
C -24.9907 -12.1093 14.1269
C -24.2724 -12.9216 14.9781
C -22.9734 -13.5026 14.5237
O -22.3821 -14.3857 15.2124
C -22.4893 -13.2640 13.2298
C -23.1857 -12.4238 12.3194
C -24.5237 -11.7973 12.8130
O -25.2042 -11.1202 12.0201
O -22.7948 -12.1238 11.1737
O -24.6728 -13.1175 16.1693
H -25.8873 -11.5817 14.4221
H -21.6474 -13.8319 12.8686
O -22.1246 -17.1980 13.8881
H -23.0403 -17.2364 13.5920
H -22.0294 -16.3046 14.2499
O -22.5503 -14.8526 10.3111
H -22.8354 -13.9392 10.4591
H -21.6405 -14.8634 10.6286
O -22.6666 -9.4856 10.5327
H -22.6950 -9.9159 9.6736
H -22.8417 -10.2001 11.1600
O -25.4016 -12.4534 9.4593
H -25.3485 -11.9636 10.3004
H -24.5161 -12.8076 9.3329
O -27.1743 -14.6959 16.1861
H -27.1896 -15.3342 16.9069
H -26.4611 -14.0781 16.4303
O -22.2590 -12.9541 17.8704
H -22.2948 -12.0328 17.5998
H -22.6733 -13.4392 17.1341
O -19.4225 -14.0063 14.3977
H -20.0458 -13.7219 13.7229
H -19.9839 -14.3285 15.1156
O -20.7294 -12.3337 9.5869
H -20.0244 -12.4063 10.2350
H -21.5643 -12.2723 10.1352
O -19.8645 -15.5389 11.7289
H -19.2897 -15.8521 12.4366
H -19.3775 -14.8110 11.3253
O -24.9830 -8.6299 15.1357
H -25.6149 -9.2653 14.7775
H -25.4625 -7.7969 15.1609
O -26.5503 -11.4633 17.7019
H -26.0085 -11.2825 18.4767
H -25.9129 -11.7238 17.0156
O -24.0956 -16.5284 16.8039
H -24.0871 -17.2127 16.1283
H -23.4753 -15.8606 16.4730
O -25.8315 -8.5562 9.3977
H -25.2151 -9.2178 9.7454
H -26.3608 -8.3012 10.1588
O -27.8900 -11.0471 11.6554
H -27.9508 -10.5913 10.8110
H -26.9235 -11.0932 11.8413
O -24.9832 -13.7007 19.4438
H -24.1348 -14.1374 19.5673
H -24.9697 -13.4137 18.5185
O -26.5421 -15.3982 13.6887
H -26.1363 -14.5691 13.4130
H -26.7192 -15.2824 14.6570
O -20.4456 -10.8081 13.7547
H -21.4075 -10.8604 13.7120
H -20.2197 -11.2427 14.5844
*
```

[6]
The following is a DFT calculation (the ωB97M-V functional and the def2-TZVPD basis) of a cluster of 13 separate species, C6H38O12 in total at a distorted geometry.

Summary:
E = -1154.26952 hartree
Energy relative to the best compared isomer or geometry (same formula, charge and spin) = 44.7 kcal/mol
Molecular weight = 302.4 g/mol

Structure (ORCA input):
```
! RIJCOSX wB97M-V def2-TZVPD def2/J DEFGRID3
* xyz 0 1
C 1.1515 -0.6471 0.2178
C -0.2976 -0.6877 0.5752
C -0.6454 -1.6078 1.7923
C -0.1445 -3.0789 1.7035
C 0.1167 -3.5082 3.1768
C -1.1442 -3.9685 1.0090
H 1.3065 -0.0333 -0.6980
H 1.8881 -0.5174 1.0078
H 1.5274 -1.5411 -0.2930
H -0.9091 -1.1565 -0.2111
H -0.6590 0.3275 0.7393
H -1.7323 -1.4764 1.8085
H -0.1330 -1.2316 2.6689
H 0.7509 -2.9898 1.0737
H -0.7618 -4.1005 3.5214
H 0.3079 -2.7074 3.8861
H 0.9216 -4.2014 3.3929
H -1.0542 -3.8324 -0.0704
H -0.8824 -5.0397 1.1086
H -2.1685 -3.8877 1.3900
H 0.6321 0.7524 4.7312
H 1.6599 0.8236 3.6471
O 0.7073 0.9644 3.7959
H 1.0490 2.9360 1.1386
H 1.9815 4.0819 1.1714
O 1.7280 3.3695 0.5757
H -1.7453 -1.8598 -3.5547
H -1.0774 -1.5067 -2.3083
O -0.9678 -2.1424 -3.0364
H -3.1331 2.5208 -2.0030
H -1.8324 1.9404 -1.3449
O -2.7993 1.7515 -1.5004
H 2.9112 0.7576 -2.3734
H 2.7601 2.2704 -2.5377
O 2.2390 1.4754 -2.4032
H -2.8733 1.6424 0.3783
H -3.1464 1.1138 1.9202
O -2.9378 1.8313 1.3331
H 2.1745 -1.7278 -1.9545
H 3.1467 -2.3230 -2.8607
O 3.1243 -1.8391 -2.0266
H -4.5854 -1.0732 -2.3945
H -3.8517 0.3471 -2.2755
O -4.0177 -0.4169 -2.8482
H -0.0172 -1.0341 -4.2895
H 0.8234 0.2453 -4.5253
O 0.8584 -0.7063 -4.5809
H 4.3436 1.4345 2.5549
H 3.0883 2.0440 2.0633
O 3.3906 1.3203 2.6502
H -1.2529 2.8235 2.3154
H 0.1028 2.2314 2.7623
O -0.2983 3.0265 2.3653
H 0.1991 3.0913 -0.7334
H 0.3704 1.7604 -1.4001
O -0.2525 2.5054 -1.3618
*
```

[7]
The following is a DFT calculation (the ωB97M-V functional and the def2-TZVPD basis) of a cluster of 12 separate species, C6H39N2O11 in total at a distorted geometry.

Summary:
E = -1188.91508 hartree
Energy relative to the best compared isomer or geometry (same formula, charge and spin) = 74.2 kcal/mol
Molecular weight = 315.4 g/mol

Structure (ORCA input):
```
! RIJCOSX wB97M-V def2-TZVPD def2/J DEFGRID3
* xyz 1 1
C 0.0814 -0.0129 0.8645
N 0.5081 1.3053 0.3272
C -0.4166 2.4491 0.3699
C 0.1524 3.7599 -0.2493
C -0.7320 2.8016 1.8826
C -0.4256 -1.0318 -0.1332
N -1.5860 -0.6278 -0.9992
C -1.9577 -1.6666 -2.0128
H 0.8891 -0.4484 1.4978
H -0.6396 0.2248 1.6266
H 0.8323 1.2693 -0.6127
H -1.4227 2.2242 -0.1358
H 0.7318 4.2735 0.5418
H 0.9531 3.6824 -0.9877
H -0.6375 4.3519 -0.7230
H 0.1351 2.4429 2.4000
H -0.8387 3.8744 1.8829
H -1.5838 2.2636 2.2908
H 0.3682 -1.3131 -0.8394
H -0.6051 -1.9733 0.3270
H -2.3318 -0.2406 -0.3823
H -1.2978 0.2109 -1.5940
H -1.0201 -1.8142 -2.5848
H -2.7579 -1.4279 -2.6915
H -2.3249 -2.5520 -1.4305
H 3.8861 1.7460 2.3716
H 2.4807 1.9073 1.7051
O 3.0007 1.3006 2.2670
H 3.6103 -0.5032 2.2669
H 4.9279 -0.9593 2.6834
O 4.1349 -1.3174 2.2634
H 0.4107 -3.3948 2.2407
H -0.4429 -3.8332 1.0284
O -0.4798 -3.3028 1.8721
H 0.1658 1.3781 -2.6845
H -0.0168 0.1239 -3.6394
O -0.2533 0.5179 -2.8037
H -4.5211 -1.5604 -1.2710
H -4.9230 -2.9976 -1.0549
O -4.6013 -2.4132 -1.7524
H 0.1296 3.5213 -4.1136
H 1.2313 2.9763 -3.1899
O 0.6079 2.6944 -3.8718
H -3.9370 -1.3240 1.4404
H -4.7467 -0.1334 1.1066
O -4.1209 -0.7173 0.6670
H 3.3831 2.4197 -1.6952
H 3.1310 1.2238 -2.6136
O 2.7134 2.0656 -2.2839
H 2.6420 -2.3743 2.9183
H 2.8693 -3.6984 3.0742
O 2.1861 -3.1940 2.6178
H -3.0857 -2.7514 3.2812
H -2.3007 -2.8271 2.0684
O -2.9875 -2.2573 2.4531
H 3.6333 -1.4044 -1.1864
H 3.6511 -1.8372 -2.7083
O 3.5480 -1.0993 -2.0921
*
```

[8]
The following is a DFT calculation (the ωB97M-V functional and the def2-TZVPD basis) of a cluster of 13 separate species, C6H39NO13 in total at a distorted geometry.

Summary:
E = -1284.73370 hartree
Energy relative to the best compared isomer or geometry (same formula, charge and spin) = 149.0 kcal/mol
Molecular weight = 333.4 g/mol

Structure (ORCA input):
```
! RIJCOSX wB97M-V def2-TZVPD def2/J DEFGRID3
* xyz 0 1
C 1.8169 -1.8256 -1.6432
C 3.3857 -1.6526 -1.8304
C 0.9060 -0.6973 -2.2546
N -0.4089 -0.6704 -1.5205
C -0.3770 -1.0168 -0.0817
C -1.1217 0.6619 -1.6581
C -2.5051 0.4032 -2.3503
O -3.6044 0.6070 -1.4327
H 1.6171 -2.0805 -0.6347
H 1.6625 -2.8729 -2.0612
H 3.6157 -0.6937 -2.0637
H 3.7710 -2.0492 -0.9147
H 3.7301 -2.2022 -2.7990
H 0.7955 -0.8313 -3.3139
H 1.5842 0.1264 -1.9639
H 0.3343 -0.3400 0.5218
H -0.0182 -2.0348 -0.0469
H -1.4100 -0.8764 0.3082
H -0.6049 1.4653 -2.0536
H -1.3055 1.1015 -0.7102
H -2.6666 1.1557 -3.1492
H -2.5811 -0.6044 -2.7998
H -3.7687 -0.1770 -0.8874
H -1.1257 0.2633 2.9405
H -0.3849 0.6356 4.0786
O -0.1671 0.4071 3.2503
H 1.1881 -1.1649 4.7126
H 1.7234 -1.7857 3.3987
O 2.0590 -1.5009 4.2869
H 1.9927 2.0311 -1.0625
H 2.9506 3.0083 -0.5747
O 2.2628 2.9636 -1.2266
H -1.5231 2.2333 1.3795
H -3.0297 2.4369 1.0798
O -2.3678 1.9772 1.6493
H -1.8597 -3.6202 -2.0951
H -1.4114 -2.3131 -2.5096
O -2.3153 -2.7603 -2.2693
H 0.6859 2.1314 0.9454
H 0.4099 3.3715 0.0711
O 0.0363 2.5471 0.3806
H 1.2368 1.1251 2.6512
H 1.9849 2.3635 2.9830
O 1.9217 1.6959 2.2771
H -3.2628 -1.8499 -0.8280
H -4.0105 -2.1353 0.4497
O -3.2345 -1.8470 0.1245
H -2.8591 0.5645 2.2033
H -2.7008 -0.8780 1.3705
O -2.6546 -0.3728 2.2912
H 1.2803 4.2233 -1.1670
H -0.1034 4.6029 -1.5909
O 0.5364 4.8372 -0.8369
H 0.4289 -4.3683 2.2050
H -0.7595 -3.1965 2.1811
O 0.0678 -3.6731 1.6646
H 3.5643 1.3502 0.9658
H 2.9912 0.5643 -0.0611
O 3.6022 1.2366 0.0210
*
```

Number 1: orbital gap 9.5 eV. Number 2: orbital gap 9.3 eV. Number 3: orbital gap 9.4 eV. Number 4: orbital gap 9.3 eV. Number 5: orbital gap 7.4 eV. Number 6: orbital gap 10.8 eV. Number 7: orbital gap 9.6 eV. Number 8: orbital gap 8.9 eV.